Record 1
C37H76Ag2N4O7Zn | ωB97M-V/def2-TZVPD

```
127
Properties=species:S:1:pos:R:3:lowdin_charge:R:1
Zn -2.311 2.395 -1.344 0.85
Ag -3.340 -0.262 0.813 0.83
Ag -1.128 2.754 1.967 0.80
C -0.845 0.844 -0.111 -0.85
O -0.608 2.144 -0.346 -0.31
O -1.720 0.389 -0.993 -0.28
O -0.790 0.407 1.062 -0.09
C 2.344 1.708 -2.514 0.02
C 1.961 0.393 -3.201 -0.45
C 0.566 0.457 -3.833 -0.12
C 0.443 1.005 -5.255 -0.15
C 1.478 0.324 -6.157 -0.13
C 2.894 0.369 -5.626 -0.47
N 2.956 0.022 -4.225 0.06
O 4.179 -0.233 -3.734 0.12
C 3.760 -0.535 -6.509 0.00
C 3.466 1.814 -5.761 0.03
C 1.932 -0.739 -2.175 0.00
H 1.646 1.814 -1.679 0.08
H 2.142 2.585 -3.128 0.09
H 3.365 1.685 -2.144 0.10
H 0.067 -0.515 -3.805 0.13
H -0.009 1.105 -3.166 0.10
H 0.692 2.077 -5.258 0.11
H -0.587 0.962 -5.598 0.12
H 1.374 0.654 -7.189 0.14
H 1.135 -0.720 -6.235 0.13
H 4.769 -0.650 -6.103 0.09
H 3.413 -1.572 -6.549 0.10
H 3.801 -0.125 -7.511 0.11
H 4.520 1.827 -5.480 0.11
H 3.495 2.093 -6.814 0.11
H 2.854 2.516 -5.206 0.07
H 1.810 -1.741 -2.593 0.11
H 1.043 -0.626 -1.547 0.08
H 2.775 -0.723 -1.483 0.10
H 4.354 -1.188 -3.815 0.17
C -3.893 -1.868 -4.080 -0.02
C -4.746 -2.629 -3.047 -0.51
C -4.952 -4.075 -3.508 -0.13
C -3.706 -4.926 -3.293 -0.16
C -3.391 -4.912 -1.803 -0.13
C -3.026 -3.531 -1.264 -0.50
N -4.089 -2.629 -1.725 -0.07
O -3.946 -1.306 -1.229 -0.11
C -3.136 -3.608 0.266 -0.03
C -1.616 -3.124 -1.681 -0.02
C -6.113 -1.975 -2.912 -0.03
H -4.393 -1.917 -5.047 0.09
H -2.911 -2.321 -4.228 0.06
H -3.702 -0.843 -3.753 0.08
H -5.838 -4.521 -3.055 0.13
H -5.117 -4.060 -4.591 0.13
H -2.883 -4.441 -3.829 0.10
H -3.746 -5.947 -3.663 0.12
H -2.565 -5.603 -1.602 0.13
H -4.235 -5.304 -1.231 0.13
H -3.002 -2.622 0.726 0.04
H -4.160 -3.907 0.493 0.10
H -2.453 -4.324 0.719 0.09
H -1.302 -2.146 -1.300 0.06
H -0.878 -3.824 -1.282 0.07
H -1.487 -3.115 -2.766 0.07
H -6.009 -0.942 -2.566 0.08
H -6.699 -2.507 -2.165 0.09
H -6.625 -1.895 -3.870 0.10
H -3.181 -0.941 -1.704 0.05
C 2.745 -3.255 1.743 -0.01
C 1.251 -3.156 2.117 -0.52
C 0.802 -4.428 2.811 -0.15
C 1.282 -4.657 4.238 -0.16
C 0.812 -3.460 5.070 -0.14
C 1.249 -2.131 4.473 -0.52
N 0.979 -2.052 3.031 -0.09
O 1.467 -0.826 2.512 -0.03
C 0.422 -1.035 5.167 -0.03
C 2.722 -1.873 4.799 -0.03
C 0.412 -3.012 0.857 -0.05
H 2.884 -4.005 0.960 0.09
H 3.238 -3.680 2.617 0.07
H 3.181 -2.296 1.486 0.08
H -0.295 -4.444 2.853 0.12
H 1.044 -5.301 2.195 0.13
H 2.345 -4.852 4.382 0.11
H 0.763 -5.558 4.574 0.12
H 1.247 -3.505 6.071 0.12
H -0.267 -3.564 5.196 0.12
H -0.646 -1.208 5.048 0.08
H 0.718 -1.050 6.218 0.09
H 0.675 -0.047 4.777 0.07
H 3.056 -0.878 4.511 0.08
H 2.884 -1.917 5.884 0.09
H 3.379 -2.657 4.428 0.07
H -0.645 -2.835 1.084 0.07
H 0.408 -3.971 0.329 0.08
H 0.771 -2.235 0.178 0.07
H 0.661 -0.396 2.209 0.05
C 0.959 4.683 5.434 0.00
C -0.134 4.651 4.344 -0.52
C -0.844 6.018 4.373 -0.13
C -0.094 7.141 3.666 -0.17
C 0.300 6.742 2.248 -0.12
C 1.093 5.415 2.193 -0.52
N 0.474 4.391 3.023 -0.13
O 1.127 3.133 3.008 -0.06
C 1.056 4.953 0.737 -0.05
C 2.566 5.696 2.550 -0.01
C -1.159 3.583 4.676 -0.04
H 1.632 3.833 5.295 0.08
H 0.566 4.599 6.444 0.10
H 1.558 5.583 5.313 0.08
H -1.796 5.928 3.838 0.13
H -0.971 6.276 5.422 0.13
H 0.784 7.462 4.229 0.11
H -0.754 8.008 3.607 0.12
H 1.032 7.490 1.941 0.13
H -0.534 6.668 1.553 0.12
H 1.520 3.972 0.607 0.08
H 0.027 4.807 0.372 0.06
H 1.487 5.677 0.048 0.10
H 3.179 4.793 2.614 0.09
H 3.061 6.306 1.794 0.10
H 2.610 6.275 3.472 0.08
H -1.869 3.423 3.833 0.05
H -1.828 3.928 5.467 0.11
H -0.729 2.638 5.005 0.09
H 2.040 3.264 3.312 0.10
```

The value obtained for the LUMO energy (alpha / beta) is -6.17 / -7.91 eV. The calculation puts the relative energy (zero: lowest compared OMol25 entry of this formula, charge and spin) at 0.0 kcal per mole. Its multiplicity is 3. Its expectation value of S² is 2.006. As for the net charge: +2. The calculation puts the HOMO-LUMO gap (alpha / beta) at 5.52 / 3.78 eV.

***

Record 2
C37H77BrClN6O8S | ωB97M-V/def2-TZVPD

```
131
Properties=species:S:1:pos:R:3:lowdin_charge:R:1
C -2.523 -1.282 -1.266 -0.03
C -2.355 0.108 -1.770 -0.17
C -0.973 0.988 -1.786 -0.15
C 0.215 0.441 -0.799 0.02
C 1.237 -0.735 -1.406 0.03
C 1.148 -1.339 -2.933 -0.14
C 0.211 -2.719 -3.027 -0.22
C 1.100 -4.083 -3.294 -0.57
S 0.669 -4.976 -4.884 0.62
C 2.442 -1.369 -0.445 0.05
C 3.498 -2.534 -0.907 -0.22
O 3.309 -3.851 -0.614 0.02
O 4.718 -2.240 -1.711 -0.11
C 5.811 -1.837 -0.780 -0.12
C 6.377 -3.122 0.120 -0.08
O 6.756 -2.983 1.400 -0.08
C 2.558 -0.779 1.080 -0.41
Cl 3.840 -1.405 2.276 0.64
C 1.517 0.406 1.526 0.06
N 0.402 0.982 0.634 -0.06
C -0.443 2.073 1.253 -0.62
Br -2.397 1.571 1.463 0.67
C -0.248 3.560 0.510 -0.25
C 0.814 4.485 1.365 -0.12
H -1.852 -1.667 -0.388 0.07
H -3.381 -1.977 -1.719 0.06
H -3.337 0.659 -2.166 0.12
H -0.543 0.908 -2.897 0.13
H -1.270 2.110 -1.640 0.11
H 0.815 -0.568 -3.750 0.12
H 2.241 -1.695 -3.252 0.12
H -0.527 -2.617 -3.954 0.11
H -0.384 -2.896 -2.034 0.10
H 0.908 -4.826 -2.387 0.10
H 2.267 -3.890 -3.306 0.07
H 0.842 -4.114 -5.986 -0.12
H 6.755 -1.446 -1.399 0.16
H 5.476 -0.930 -0.093 0.13
H 6.414 -4.177 -0.408 0.15
H 1.648 0.844 2.629 0.15
H -0.058 2.254 2.368 0.12
H -1.320 4.070 0.470 0.10
H 0.162 3.446 -0.601 0.12
H 0.339 4.643 2.427 0.09
H 0.932 5.524 0.822 0.10
H 1.836 3.895 1.377 0.09
C -3.460 8.392 -2.230 -0.07
C -4.075 7.079 -1.747 -0.42
C -3.047 6.061 -1.200 -0.21
O -2.248 5.418 -2.196 -0.22
C -1.217 6.229 -2.740 -0.11
N -4.875 6.499 -2.837 0.04
H -3.010 8.314 -3.223 0.07
H -4.234 9.164 -2.306 0.08
H -2.698 8.753 -1.533 0.08
H -4.753 7.331 -0.922 0.12
H -3.605 5.255 -0.709 0.11
H -2.409 6.508 -0.427 0.12
H -0.759 6.874 -1.983 0.09
H -1.611 6.822 -3.565 0.08
H -0.445 5.577 -3.156 0.08
H -5.377 5.686 -2.475 0.07
H -4.223 6.101 -3.515 0.07
C 4.687 -8.473 2.287 -0.08
C 3.811 -7.663 1.333 -0.42
C 3.392 -8.426 0.054 -0.20
O 4.431 -8.599 -0.912 -0.19
C 5.386 -9.595 -0.580 -0.11
N 4.500 -6.406 1.004 0.04
H 5.733 -8.519 1.972 0.06
H 4.688 -8.012 3.281 0.08
H 4.315 -9.496 2.397 0.08
H 2.892 -7.417 1.879 0.13
H 2.619 -7.834 -0.450 0.12
H 2.929 -9.392 0.295 0.12
H 4.926 -10.459 -0.092 0.09
H 6.165 -9.165 0.050 0.07
H 5.871 -9.931 -1.500 0.09
H 3.864 -5.818 0.462 0.04
H 5.246 -6.631 0.343 0.07
C -5.835 -4.705 -2.221 -0.07
C -6.531 -3.540 -1.519 -0.42
C -7.976 -3.279 -2.004 -0.19
O -8.077 -2.672 -3.295 -0.19
C -7.827 -3.551 -4.382 -0.10
N -5.696 -2.337 -1.653 0.02
H -5.454 -4.442 -3.211 0.06
H -4.967 -5.032 -1.637 0.08
H -6.506 -5.563 -2.326 0.08
H -6.588 -3.801 -0.454 0.14
H -8.438 -2.567 -1.310 0.12
H -8.587 -4.190 -1.961 0.12
H -8.226 -4.553 -4.200 0.09
H -6.756 -3.592 -4.583 0.07
H -8.303 -3.141 -5.275 0.09
H -6.105 -1.592 -1.085 0.08
H -5.800 -1.998 -2.610 0.08
C -8.123 6.773 3.161 -0.07
C -7.613 6.590 1.732 -0.42
C -6.187 5.998 1.639 -0.20
O -5.135 6.901 1.988 -0.21
C -4.993 7.131 3.382 -0.10
N -7.705 7.877 1.025 0.04
H -7.721 7.666 3.648 0.07
H -9.212 6.891 3.160 0.08
H -7.884 5.905 3.782 0.08
H -8.292 5.880 1.242 0.14
H -6.005 5.729 0.591 0.10
H -6.099 5.067 2.214 0.12
H -5.172 6.225 3.968 0.09
H -5.665 7.931 3.694 0.07
H -3.975 7.477 3.574 0.09
H -7.475 7.724 0.041 0.07
H -6.944 8.467 1.365 0.07
C 7.584 -0.465 4.816 -0.07
C 8.094 -0.648 3.388 -0.43
C 9.520 -1.240 3.294 -0.19
O 10.571 -0.337 3.643 -0.19
C 10.713 -0.107 5.037 -0.11
N 8.002 0.639 2.680 0.03
H 7.986 0.428 5.303 0.06
H 6.495 -0.347 4.815 0.07
H 7.823 -1.333 5.437 0.08
H 7.415 -1.357 2.898 0.10
H 9.702 -1.509 2.247 0.12
H 9.608 -2.171 3.869 0.12
H 10.535 -1.013 5.623 0.09
H 10.042 0.694 5.349 0.07
H 11.732 0.239 5.229 0.09
H 8.232 0.486 1.696 0.07
H 8.763 1.229 3.020 0.07
```

The value obtained for the LUMO energy is -5.24 eV. The calculation puts the relative energy (zero: lowest compared OMol25 entry of this formula, charge and spin) at 186.1 kcal per mole. As for the net charge: +1. The calculation puts the HOMO-LUMO gap at 5.41 eV.

***

Record 3
C37H77CrN5O17 | ωB97M-V/def2-TZVPD

```
137
Properties=species:S:1:pos:R:3:lowdin_charge:R:1
Cr 2.620 -0.288 1.091 0.99
C 1.634 0.337 -1.049 -0.64
O 2.959 0.125 -1.066 -0.16
O 1.545 1.236 -0.031 -0.10
O 1.168 -0.731 -0.375 -0.05
C -0.503 -1.211 3.657 0.00
C 0.626 -1.157 2.913 -0.35
C 1.263 -2.430 2.368 -0.33
O 2.258 -2.194 1.596 -0.12
C 0.717 -3.619 2.717 0.02
C -0.449 -3.746 3.537 -0.37
C -1.106 -2.455 4.019 -0.36
O -2.124 -2.473 4.698 0.05
O -0.926 -4.834 3.789 0.07
O 1.163 -0.072 2.483 -0.11
H -0.917 -0.270 3.990 0.12
H 1.209 -4.511 2.343 0.12
C -0.771 -3.329 -1.048 -0.10
O -2.066 -3.897 -0.976 -0.18
C -2.830 -3.349 0.070 -0.23
C -4.210 -3.973 0.033 -0.21
N -4.232 -5.396 0.352 -0.04
C -5.453 -6.010 -0.117 -0.24
C -5.358 -7.514 0.013 -0.24
O -4.228 -7.970 -0.703 -0.19
C -4.103 -9.365 -0.583 -0.12
H -0.350 -3.189 -0.047 0.07
H -0.822 -2.356 -1.545 0.08
H -0.100 -4.005 -1.576 0.09
H -3.015 -2.276 -0.091 0.11
H -2.353 -3.473 1.051 0.13
H -4.583 -3.747 -0.979 0.12
H -4.843 -3.478 0.770 0.10
H -3.431 -5.901 -0.004 0.11
H -5.643 -5.828 -1.193 0.11
H -6.307 -5.573 0.406 0.12
H -6.257 -7.989 -0.411 0.12
H -5.302 -7.809 1.069 0.12
H -4.962 -9.847 -1.064 0.08
H -4.045 -9.688 0.464 0.09
H -3.164 -9.676 -1.039 0.09
C 5.225 5.918 -1.914 -0.12
O 4.309 5.072 -1.275 -0.20
C 4.551 3.679 -1.384 -0.22
C 4.460 3.141 -2.805 -0.22
N 4.756 1.725 -2.838 -0.04
C 4.576 1.196 -4.189 -0.20
C 3.113 0.971 -4.540 -0.22
O 3.024 0.306 -5.787 -0.19
C 1.711 -0.084 -6.080 -0.13
H 5.275 5.710 -2.982 0.08
H 6.236 5.859 -1.473 0.09
H 4.965 6.949 -1.674 0.09
H 3.752 3.218 -0.795 0.11
H 5.521 3.448 -0.926 0.12
H 5.155 3.731 -3.408 0.11
H 3.451 3.406 -3.158 0.11
H 4.096 1.194 -2.269 0.06
H 5.069 0.218 -4.270 0.11
H 5.100 1.755 -4.970 0.12
H 2.559 1.918 -4.604 0.11
H 2.658 0.355 -3.754 0.11
H 1.715 -0.691 -6.983 0.08
H 1.083 0.800 -6.276 0.09
H 1.210 -0.624 -5.269 0.09
C -0.039 8.099 1.721 -0.13
O 0.331 6.748 1.788 -0.18
C -0.082 6.014 0.652 -0.23
C 0.731 4.740 0.561 -0.22
N 0.192 3.827 -0.434 -0.03
C 0.743 4.111 -1.758 -0.20
C -0.072 3.448 -2.868 -0.20
O 0.514 3.682 -4.134 -0.21
C 0.286 4.959 -4.659 -0.13
H 0.519 8.654 2.478 0.08
H -1.107 8.226 1.935 0.09
H 0.221 8.552 0.758 0.08
H 0.125 6.613 -0.248 0.11
H -1.149 5.775 0.665 0.13
H 0.571 4.255 1.534 0.12
H 1.812 4.900 0.451 0.11
H 0.486 2.871 -0.259 0.06
H 1.753 3.679 -1.860 0.10
H 0.860 5.179 -1.957 0.11
H -1.127 3.739 -2.845 0.12
H 0.018 2.373 -2.697 0.12
H 0.724 5.759 -4.061 0.08
H -0.785 5.108 -4.861 0.09
H 0.705 4.986 -5.669 0.08
C 3.089 -0.764 4.986 -0.08
O 3.662 -0.575 3.719 -0.21
C 4.990 -0.998 3.604 -0.20
C 5.126 -1.715 2.275 -0.16
N 4.637 -0.933 1.125 -0.09
C 5.522 0.236 0.853 -0.13
C 5.042 1.515 1.535 -0.15
O 3.637 1.408 1.779 -0.30
C 3.116 2.582 2.385 -0.04
H 2.101 -0.313 5.071 0.09
H 3.706 -0.357 5.795 0.09
H 2.896 -1.829 5.176 0.10
H 5.274 -1.723 4.373 0.13
H 5.698 -0.160 3.662 0.12
H 4.549 -2.640 2.331 0.13
H 6.149 -2.077 2.112 0.13
H 4.764 -1.500 0.291 0.14
H 5.448 0.375 -0.228 0.11
H 6.582 0.077 1.063 0.13
H 5.225 2.365 0.882 0.10
H 5.483 1.679 2.524 0.12
H 2.030 2.540 2.322 0.09
H 3.440 3.476 1.853 0.10
H 3.356 2.533 3.450 0.11
C -7.637 -3.010 -1.740 -0.11
O -7.054 -2.040 -0.902 -0.20
C -7.597 -2.024 0.408 -0.23
C -6.951 -0.909 1.184 -0.23
N -5.521 -1.077 1.325 -0.06
C -4.932 -0.213 2.336 -0.20
C -3.428 -0.181 2.171 -0.23
O -3.141 0.375 0.901 -0.20
C -1.760 0.303 0.532 -0.08
H -7.406 -2.689 -2.755 0.09
H -8.725 -3.013 -1.591 0.08
H -7.263 -4.025 -1.574 0.07
H -7.427 -2.987 0.901 0.12
H -8.672 -1.813 0.312 0.12
H -7.356 -0.978 2.203 0.12
H -7.246 0.085 0.808 0.12
H -5.078 -0.974 0.421 0.11
H -5.161 -0.549 3.348 0.12
H -5.328 0.804 2.172 0.12
H -2.985 -1.177 2.230 0.11
H -3.039 0.482 2.955 0.12
H -1.762 0.745 -0.462 0.09
H -1.389 -0.723 0.477 0.07
H -1.170 0.857 1.266 0.09
```

The value obtained for the LUMO energy (alpha / beta) is 1.87 / 1.34 eV. Its multiplicity is 4. Its expectation value of S² is 3.840. As for the net charge: -1. The calculation puts the HOMO-LUMO gap (alpha / beta) at 6.93 / 6.39 eV.

***

Number 1: energy -4273.60736 hartree. Number 2: energy -5817.88722 hartree. Number 3: energy -4053.02222 hartree.